ORCA calculation (ωB97M-V with the def2-TZVPD basis set) on a 10-piece molecular cluster, C55H119F4N11O9S4 overall.

Last column: Löwdin charge in e.
Positions of all 202 atoms, in Å:
C 0.376 1.591 1.320  -0.070
C 0.378 0.466 0.283  -0.634
C -0.724 -0.544 0.701  -0.065
O 0.189 1.020 -0.992  -0.343
H 0.550 1.141 2.303  0.078
H -0.645 1.975 1.385  0.054
H 1.037 2.415 1.059  0.061
H 1.392 0.018 0.341  0.078
H -1.690 -0.030 0.733  0.050
H -0.501 -0.810 1.738  0.059
H -0.851 -1.347 -0.029  0.043
C -2.993 3.968 0.842  -0.030
C -2.793 2.882 -0.239  -0.133
N -2.644 3.566 -1.516  -0.044
C -1.896 3.119 -2.547  -0.051
C -2.191 3.865 -3.646  -0.031
N -3.173 4.750 -3.276  -0.082
C -3.461 4.540 -1.983  0.018
C -3.875 5.729 -4.143  0.047
H -2.742 3.498 1.791  0.057
H -4.039 4.263 0.917  0.090
H -2.367 4.856 0.764  0.070
H -3.668 2.247 -0.374  0.121
H -1.886 2.282 -0.163  0.090
H -1.097 2.406 -2.356  0.102
H -1.721 3.853 -4.614  0.130
H -4.144 5.088 -1.355  0.174
H -4.939 5.575 -3.993  0.108
H -3.597 5.547 -5.177  0.101
H -3.543 6.723 -3.857  0.106
C -2.461 -1.117 9.736  -0.058
C -1.930 0.143 9.082  -0.163
N -2.171 0.206 7.641  -0.022
C -3.226 0.792 6.985  0.007
C -3.148 0.481 5.653  -0.009
N -2.148 -0.441 5.527  -0.063
C -1.528 -0.520 6.718  -0.020
C -1.746 -1.051 4.266  0.008
H -2.187 -1.990 9.141  0.074
H -3.531 -1.196 9.922  0.085
H -1.955 -1.163 10.701  0.089
H -0.842 0.182 9.191  0.130
H -2.163 1.050 9.640  0.141
H -3.906 1.442 7.507  0.143
H -3.809 0.815 4.874  0.112
H -0.705 -1.183 6.925  0.165
H -2.229 -0.547 3.433  0.066
H -1.853 -2.128 4.310  0.102
H -0.726 -0.669 4.147  0.099
C 1.999 -3.596 0.808  -0.071
C 1.068 -4.815 0.933  -0.221
C 1.114 -5.793 -0.227  -0.124
N 0.815 -7.268 0.042  -0.260
C 0.792 -8.065 -1.222  0.044
C 1.891 -7.864 0.985  -0.080
C 1.206 -9.059 1.631  -0.127
C -0.312 -8.783 1.604  -0.112
C -0.410 -7.401 0.946  -0.088
H 2.109 -3.370 -0.263  0.050
H 3.038 -3.801 1.070  0.081
H 1.595 -2.667 1.202  0.070
H 0.066 -4.387 1.028  0.107
H 1.198 -5.337 1.882  0.106
H 2.137 -5.777 -0.614  0.133
H 0.469 -5.531 -1.067  0.126
H 1.611 -7.695 -1.834  0.113
H -0.144 -7.812 -1.717  0.115
H 0.884 -9.127 -1.022  0.116
H 2.762 -8.052 0.357  0.139
H 2.228 -7.090 1.674  0.125
H 1.393 -9.917 0.984  0.114
H 1.609 -9.364 2.594  0.132
H -0.772 -9.575 1.017  0.122
H -0.803 -8.740 2.573  0.128
H -1.286 -7.301 0.303  0.138
H -0.455 -6.618 1.696  0.122
C 2.061 -0.005 -8.469  -0.062
C 1.763 0.063 -6.938  -0.211
C 1.021 -1.218 -6.437  -0.095
N 0.841 -1.148 -4.920  -0.264
C 0.176 0.112 -4.450  0.022
C 2.198 -1.395 -4.195  -0.050
C 1.780 -1.781 -2.753  -0.137
C 0.421 -2.457 -2.962  -0.156
C 0.057 -2.337 -4.421  -0.109
H 2.101 -1.040 -8.806  0.078
H 3.018 0.468 -8.669  0.080
H 1.266 0.501 -9.009  0.082
H 1.054 0.877 -6.783  0.094
H 2.669 0.336 -6.399  0.103
H 1.643 -2.091 -6.626  0.129
H 0.037 -1.361 -6.877  0.145
H 0.886 0.925 -4.546  0.103
H -0.131 -0.022 -3.408  0.081
H -0.754 0.273 -4.994  0.119
H 2.669 -0.418 -4.259  0.120
H 2.735 -2.154 -4.756  0.138
H 1.800 -0.913 -2.090  0.100
H 2.534 -2.441 -2.323  0.096
H -0.297 -1.992 -2.288  0.081
H 0.475 -3.517 -2.709  0.109
H -1.009 -2.219 -4.618  0.134
H 0.368 -3.205 -5.002  0.141
C -3.897 -3.972 1.900  -0.066
C -4.438 -3.626 0.505  -0.219
C -3.676 -2.504 -0.199  -0.134
N -4.206 -2.061 -1.551  -0.216
C -3.079 -1.298 -2.180  0.001
C -4.710 -3.188 -2.456  -0.063
C -6.154 -2.801 -2.742  -0.139
C -6.300 -1.278 -2.530  -0.106
C -5.359 -1.097 -1.354  -0.115
H -4.375 -4.876 2.272  0.085
H -3.994 -3.159 2.614  0.029
H -2.844 -4.248 1.769  0.062
H -5.505 -3.374 0.511  0.117
H -4.514 -4.543 -0.087  0.097
H -2.708 -2.957 -0.430  0.123
H -3.549 -1.670 0.492  0.088
H -2.360 -2.037 -2.515  0.073
H -2.702 -0.457 -1.597  0.103
H -3.521 -0.745 -3.016  0.110
H -4.072 -3.157 -3.336  0.123
H -4.672 -4.130 -1.923  0.111
H -6.463 -3.061 -3.755  0.125
H -6.792 -3.405 -2.096  0.127
H -6.010 -0.743 -3.431  0.112
H -7.358 -1.187 -2.299  0.132
H -4.995 -0.095 -1.119  0.134
H -5.849 -1.319 -0.402  0.087
C 7.982 3.141 -0.664  -0.063
C 7.996 1.676 -0.166  -0.202
C 6.664 1.061 -0.567  -0.124
N 6.526 -0.447 -0.348  -0.256
C 7.503 -1.280 -1.147  0.047
C 5.076 -0.843 -0.598  -0.109
C 4.302 -0.321 0.614  -0.150
C 5.287 -0.533 1.770  -0.125
C 6.641 -0.884 1.119  -0.072
H 6.978 3.558 -0.553  0.049
H 8.200 3.176 -1.730  0.089
H 8.676 3.708 -0.050  0.093
H 8.070 1.627 0.920  0.115
H 8.883 1.200 -0.583  0.119
H 6.372 1.203 -1.608  0.138
H 5.889 1.522 0.043  0.125
H 8.461 -1.208 -0.641  0.115
H 7.433 -0.846 -2.141  0.116
H 7.155 -2.309 -1.133  0.105
H 5.017 -1.913 -0.778  0.130
H 4.680 -0.249 -1.424  0.124
H 3.433 -0.916 0.888  0.093
H 4.010 0.705 0.411  0.109
H 4.970 -1.269 2.509  0.122
H 5.305 0.352 2.410  0.126
H 6.872 -1.944 1.164  0.138
H 7.404 -0.302 1.630  0.130
C -0.128 7.370 1.351  -0.067
C 0.514 6.250 0.521  -0.231
C 1.440 6.785 -0.575  -0.123
N 2.025 5.732 -1.481  -0.263
C 0.990 4.806 -2.094  0.041
C 3.031 4.881 -0.701  -0.090
C 4.059 4.311 -1.714  -0.124
C 3.900 5.302 -2.885  -0.151
C 2.891 6.381 -2.561  -0.067
H -0.800 7.936 0.701  0.083
H 0.587 8.126 1.680  0.087
H -0.683 6.963 2.192  0.075
H -0.321 5.734 0.037  0.083
H 0.955 5.528 1.210  0.108
H 2.252 7.359 -0.123  0.141
H 0.981 7.521 -1.240  0.145
H 0.324 5.457 -2.658  0.109
H 0.508 4.338 -1.241  0.090
H 1.531 4.137 -2.755  0.106
H 2.484 4.163 -0.088  0.119
H 3.529 5.480 0.063  0.143
H 3.714 3.292 -1.888  0.103
H 5.052 4.315 -1.275  0.091
H 3.669 4.719 -3.779  0.114
H 4.883 5.709 -3.123  0.125
H 2.218 6.638 -3.374  0.140
H 3.374 7.240 -2.103  0.144
N -1.276 5.144 4.927  -0.243
S -0.851 3.819 4.330  0.412
O -1.874 2.832 4.037  -0.318
O 0.457 3.295 4.625  -0.292
F -0.629 4.374 2.793  -0.256
S -1.472 4.523 6.486  0.541
O -0.219 4.319 7.150  -0.269
O -2.579 3.649 6.824  -0.283
F -1.947 5.833 7.235  -0.167
N -5.410 -0.274 3.580  -0.230
S -4.869 -0.479 2.184  0.499
O -3.901 0.439 1.639  -0.274
O -5.635 -1.215 1.206  -0.321
F -3.837 -1.745 2.542  -0.295
S -6.745 0.661 3.120  0.550
O -7.848 0.127 2.400  -0.228
O -6.352 1.999 2.843  -0.251
F -7.344 0.760 4.622  -0.178

Properties
Charge: +4
Maximum force (eV Å⁻¹): 6.79
LUMO energy (eV): -7.744
Calculated total energy (hartree): -5437.17531
HOMO energy (Ha): -0.525
Orbital gap (eV): 6.5338



ORCA calculation (ωB97M-V with the def2-TZVPD basis set) on a single C21H20O9 molecule.

Last column: natural (NBO) charge in e.
Positions of all 50 atoms, in Å:
O -0.373 -0.426 4.053  -0.575
C 0.262 -0.608 3.028  0.521
C 1.638 -1.131 2.984  -0.226
C 2.323 -1.486 4.234  -0.013
C 2.169 -0.702 5.374  -0.160
C 2.799 -1.044 6.554  -0.301
C 3.595 -2.181 6.622  0.318
O 4.229 -2.556 7.764  -0.663
C 3.753 -2.974 5.487  -0.276
C 3.121 -2.628 4.312  -0.198
C 2.245 -1.292 1.789  0.212
O 1.714 -1.027 0.586  -0.440
C 0.446 -0.558 0.537  0.412
C -0.090 -0.297 -0.727  -0.389
C -1.384 0.178 -0.821  0.412
O -2.018 0.471 -1.999  -0.552
C -1.424 0.100 -3.226  0.348
O -0.297 0.852 -3.537  -0.523
C -0.477 2.205 -3.957  0.047
C -0.717 3.179 -2.784  -0.092
O -2.049 3.241 -2.350  -0.731
C -1.561 2.359 -5.037  0.035
O -1.024 3.091 -6.109  -0.713
C -2.045 0.982 -5.499  0.047
O -3.058 1.091 -6.474  -0.721
C -2.534 0.174 -4.294  0.049
O -2.884 -1.131 -4.664  -0.708
C -2.142 0.413 0.336  -0.287
C -1.603 0.158 1.569  -0.119
C -0.299 -0.335 1.696  -0.250
H 1.553 0.182 5.340  0.232
H 2.669 -0.426 7.433  0.207
H 4.018 -1.936 8.472  0.480
H 4.366 -3.859 5.556  0.224
H 3.228 -3.264 3.447  0.209
H 3.262 -1.649 1.696  0.202
H 0.525 -0.456 -1.596  0.249
H -1.071 -0.938 -3.172  0.198
H 0.488 2.453 -4.413  0.221
H -0.042 2.904 -1.962  0.177
H -0.470 4.185 -3.128  0.195
H -2.298 2.371 -2.000  0.481
H -2.421 2.905 -4.607  0.180
H -1.583 2.942 -6.883  0.482
H -1.224 0.449 -5.990  0.201
H -3.804 1.579 -6.097  0.471
H -3.406 0.688 -3.851  0.169
H -3.296 -1.093 -5.538  0.486
H -3.147 0.788 0.227  0.226
H -2.164 0.326 2.476  0.244

Properties
Charge: 0
Maximum force (eV Å⁻¹): 0.90
LUMO energy (eV): 0.226
Calculated total energy (hartree): -1489.38901
HOMO energy (Ha): -0.302
Orbital gap (eV): 8.4322
SMILES: O=c1c(-c2ccc(O)cc2)coc2cc(O[C@@H]3O[C@H](CO)[C@@H](O)[C@H](O)[C@H]3O)ccc12
ΔE to the lowest compared entry with this formula, charge and spin (eV): 0.264



ORCA calculation (ωB97M-V with the def2-TZVPD basis set) on a 3-piece molecular cluster, C46H48BO6Si overall.

Last column: Löwdin charge in e.
Positions of all 102 atoms, in Å:
C -0.637 -1.315 0.442  -0.144
Si 0.987 -1.237 -0.488  0.600
C 1.134 0.205 -1.677  -0.156
C 2.392 -1.078 0.762  -0.254
C 2.151 -0.111 1.941  -0.259
C 2.133 1.388 1.608  -0.217
C 0.770 2.117 1.671  -0.187
C 0.760 3.437 0.873  -0.207
C -0.344 3.660 -0.167  -0.203
C -1.793 3.499 0.345  -0.191
C -2.682 2.562 -0.465  -0.154
C -3.955 2.239 0.285  -0.373
C -4.925 1.225 -0.335  -0.219
O -5.712 0.818 0.752  -0.123
B -4.702 0.666 1.854  -0.637
O -3.761 1.789 1.603  -0.090
C 1.136 -2.815 -1.528  -0.231
C 0.455 -3.999 -1.208  -0.092
C 0.571 -5.137 -2.004  -0.099
C 1.365 -5.134 -3.147  -0.110
C 2.060 -3.966 -3.477  -0.101
C 1.941 -2.829 -2.675  -0.093
H -1.254 -0.442 0.265  0.022
H -0.518 -1.417 1.516  0.035
H -1.235 -2.159 0.119  0.020
H 2.067 0.084 -2.230  0.022
H 0.339 0.246 -2.416  0.040
H 1.201 1.160 -1.172  0.007
H 3.284 -0.714 0.250  0.073
H 2.623 -2.058 1.172  0.070
H 1.278 -0.390 2.524  0.095
H 3.008 -0.271 2.594  0.093
H 2.733 1.868 2.379  0.101
H 2.653 1.582 0.671  0.093
H 0.659 2.385 2.719  0.106
H -0.074 1.471 1.447  0.100
H 0.675 4.268 1.567  0.103
H 1.722 3.533 0.372  0.095
H -0.248 4.699 -0.475  0.096
H -0.201 3.075 -1.071  0.088
H -2.262 4.480 0.266  0.107
H -1.850 3.233 1.394  0.104
H -2.987 3.051 -1.390  0.117
H -2.135 1.666 -0.759  0.102
H -4.540 3.171 0.357  0.144
H -4.442 0.353 -0.794  0.113
H -5.584 1.727 -1.047  0.114
H -5.205 0.719 2.974  0.045
H -4.229 -0.481 1.746  0.053
H -0.180 -4.027 -0.338  0.090
H 0.025 -6.033 -1.747  0.097
H 1.457 -6.002 -3.777  0.098
H 2.675 -3.957 -4.365  0.098
H 2.491 -1.949 -2.973  0.087
C 9.756 -6.240 -6.467  -0.060
C 10.397 -7.343 -5.914  -0.062
C 9.802 -8.046 -4.880  -0.006
C 8.567 -7.643 -4.388  -0.083
C 7.932 -6.526 -4.933  -0.081
C 8.527 -5.832 -5.978  -0.003
C 6.621 -6.051 -4.400  -0.276
O 6.067 -5.087 -4.885  0.108
C 6.021 -6.795 -3.259  -0.078
C 4.826 -6.346 -2.712  0.007
C 4.244 -7.032 -1.660  -0.043
C 4.852 -8.175 -1.152  -0.053
C 6.046 -8.626 -1.689  -0.005
C 6.639 -7.937 -2.739  -0.086
C 7.935 -8.424 -3.285  -0.278
O 8.467 -9.424 -2.849  0.101
H 10.220 -5.696 -7.279  0.106
H 11.361 -7.655 -6.292  0.105
H 10.290 -8.908 -4.447  0.119
H 8.024 -4.973 -6.399  0.120
H 4.353 -5.458 -3.106  0.100
H 3.315 -6.672 -1.237  0.105
H 4.393 -8.712 -0.332  0.107
H 6.526 -9.512 -1.297  0.118
C -6.582 10.583 4.224  -0.071
C -7.929 10.313 4.007  -0.072
C -8.365 9.004 3.897  -0.011
C -7.456 7.958 3.995  -0.081
C -6.103 8.230 4.196  -0.081
C -5.672 9.545 4.318  -0.010
C -5.100 7.124 4.269  -0.281
O -3.927 7.378 4.458  0.093
C -5.585 5.731 4.105  -0.092
C -4.669 4.687 4.120  0.012
C -5.099 3.376 3.980  -0.033
C -6.453 3.105 3.826  -0.031
C -7.374 4.141 3.807  0.005
C -6.949 5.457 3.940  -0.095
C -7.949 6.551 3.890  -0.282
O -9.139 6.330 3.768  0.091
H -6.243 11.607 4.316  0.101
H -8.639 11.126 3.924  0.101
H -9.410 8.782 3.733  0.116
H -4.622 9.744 4.482  0.116
H -3.617 4.905 4.234  0.119
H -4.386 2.566 3.966  0.097
H -6.778 2.082 3.702  0.100
H -8.427 3.934 3.678  0.117

Properties
Charge: -1
Maximum force (eV Å⁻¹): 0.89
LUMO energy (eV): 0.058
Calculated total energy (hartree): -2547.62175
HOMO energy (Ha): -0.152
Orbital gap (eV): 4.2010



> Which of these has the highest charge?

C55H119F4N11O9S4



> Which of these has the highest LUMO energy?

C21H20O9



What did the second record say?
ORCA calculation (ωB97M-V with the def2-TZVPD basis set) on a single C21H20O9 molecule.

Last column: natural (NBO) charge in e.
Positions of all 50 atoms, in Å:
O -0.373 -0.426 4.053  -0.575
C 0.262 -0.608 3.028  0.521
C 1.638 -1.131 2.984  -0.226
C 2.323 -1.486 4.234  -0.013
C 2.169 -0.702 5.374  -0.160
C 2.799 -1.044 6.554  -0.301
C 3.595 -2.181 6.622  0.318
O 4.229 -2.556 7.764  -0.663
C 3.753 -2.974 5.487  -0.276
C 3.121 -2.628 4.312  -0.198
C 2.245 -1.292 1.789  0.212
O 1.714 -1.027 0.586  -0.440
C 0.446 -0.558 0.537  0.412
C -0.090 -0.297 -0.727  -0.389
C -1.384 0.178 -0.821  0.412
O -2.018 0.471 -1.999  -0.552
C -1.424 0.100 -3.226  0.348
O -0.297 0.852 -3.537  -0.523
C -0.477 2.205 -3.957  0.047
C -0.717 3.179 -2.784  -0.092
O -2.049 3.241 -2.350  -0.731
C -1.561 2.359 -5.037  0.035
O -1.024 3.091 -6.109  -0.713
C -2.045 0.982 -5.499  0.047
O -3.058 1.091 -6.474  -0.721
C -2.534 0.174 -4.294  0.049
O -2.884 -1.131 -4.664  -0.708
C -2.142 0.413 0.336  -0.287
C -1.603 0.158 1.569  -0.119
C -0.299 -0.335 1.696  -0.250
H 1.553 0.182 5.340  0.232
H 2.669 -0.426 7.433  0.207
H 4.018 -1.936 8.472  0.480
H 4.366 -3.859 5.556  0.224
H 3.228 -3.264 3.447  0.209
H 3.262 -1.649 1.696  0.202
H 0.525 -0.456 -1.596  0.249
H -1.071 -0.938 -3.172  0.198
H 0.488 2.453 -4.413  0.221
H -0.042 2.904 -1.962  0.177
H -0.470 4.185 -3.128  0.195
H -2.298 2.371 -2.000  0.481
H -2.421 2.905 -4.607  0.180
H -1.583 2.942 -6.883  0.482
H -1.224 0.449 -5.990  0.201
H -3.804 1.579 -6.097  0.471
H -3.406 0.688 -3.851  0.169
H -3.296 -1.093 -5.538  0.486
H -3.147 0.788 0.227  0.226
H -2.164 0.326 2.476  0.244

Properties
Charge: 0
Maximum force (eV Å⁻¹): 0.90
LUMO energy (eV): 0.226
Calculated total energy (hartree): -1489.38901
HOMO energy (Ha): -0.302
Orbital gap (eV): 8.4322
SMILES: O=c1c(-c2ccc(O)cc2)coc2cc(O[C@@H]3O[C@H](CO)[C@@H](O)[C@H](O)[C@H]3O)ccc12
ΔE to the lowest compared entry with this formula, charge and spin (eV): 0.264



> The highest LUMO energy belongs to which entry?

C21H20O9